(1)
18
Properties=species:S:1:pos:R:3:forces:R:3:mulliken_charge:R:1 method="wB97M-V/def2-TZVPD" smiles="N[C@H](C(=O)O)[C@H]1C[C@H]1O" charge=0 homo_energy_ev=-9.7856 e_above_lowest_ev=2.386 orbital_gap_ev=10.1459
N 1.783055 -1.257094 0.435897 -0.02 -0.09 0.06 -0.705
C 0.836202 -0.163650 0.555826 -0.21 0.23 -0.14 0.188
C -0.451165 -0.567185 1.295558 -0.66 -0.71 1.83 0.450
O -0.927421 -1.675489 1.262919 0.43 1.61 -0.22 -0.542
O -0.970603 0.361030 2.257725 0.64 -1.13 -1.04 -0.570
C 0.539641 0.406679 -0.821506 0.32 0.26 -0.05 -0.473
C -0.424710 -0.258354 -1.777896 -0.07 -0.23 0.02 -0.742
C -0.783838 1.046147 -1.144920 0.14 0.41 0.08 -0.003
O -1.809902 0.985094 -0.200353 -0.13 1.50 1.85 -0.530
H 2.063789 -1.601810 1.349610 -0.09 0.03 -0.12 0.264
H 1.361500 -2.036858 -0.063176 -0.01 0.16 0.08 0.274
H 1.324739 0.629094 1.143704 -0.09 -0.14 -0.08 0.403
H -0.390043 1.126157 2.347752 0.20 -0.13 -0.08 0.362
H 1.423636 0.867990 -1.264761 -0.23 -0.14 0.09 0.426
H -0.176357 -0.278278 -2.838777 -0.05 0.01 0.33 0.282
H -0.957922 -1.133892 -1.402157 0.07 0.29 -0.10 0.230
H -0.771363 1.950729 -1.757800 0.00 -0.25 0.10 0.325
H -1.669239 1.599689 0.622357 -0.22 -1.68 -2.61 0.362

=====

(2)
54
Properties=species:S:1:pos:R:3:forces:R:3:lowdin_spin:R:1 method="wB97M-V/def2-TZVPD" multiplicity=2 charge=+2 homo_energy_ev="-13.8617 / -13.8625" e_above_lowest_ev=1.772 orbital_gap_ev="8.4063 / 7.7416"
Yb 1.546280 1.477620 0.412841 0.06 -0.35 -0.37 0.999
N 0.908444 -1.514610 0.843507 0.01 -0.10 0.15 0.000
C 1.864893 -1.955264 -0.213210 0.06 1.01 0.13 0.000
C 1.287029 -2.898690 -1.224982 0.24 -1.24 -0.07 0.000
C 0.878296 -4.305275 -0.657478 0.02 1.70 -0.97 0.000
C 1.846281 -5.102121 0.172868 -0.63 -0.14 0.77 0.000
N 2.018887 -4.554263 1.552775 0.69 0.05 0.34 0.000
C 1.136224 -4.586084 2.553374 -0.17 0.02 0.18 0.000
N 1.349807 -3.906278 3.695710 1.31 0.19 -1.14 0.000
N 0.012188 -5.265506 2.404557 -0.26 0.51 0.57 0.000
C 2.172922 -0.557704 -0.750171 -0.99 -0.90 -0.74 0.000
O 3.164260 0.073409 -0.349757 0.67 0.55 0.51 0.000
O 1.184330 0.061279 -1.278756 0.02 0.14 0.07 0.000
H 0.945508 -2.110680 1.662262 0.06 0.13 0.03 0.000
H -0.051559 -1.524550 0.501391 0.24 -0.06 -0.13 0.000
H 2.769448 -2.278066 0.286340 0.15 -0.33 0.00 0.000
H 1.960223 -3.035631 -2.098060 -0.28 0.21 0.55 0.000
H 0.361143 -2.445982 -1.578042 0.04 0.05 -0.33 0.000
H 0.577939 -4.860110 -1.538128 0.06 -0.47 -0.04 0.000
H -0.037695 -4.129520 -0.119666 -0.47 -0.18 0.50 0.000
H 2.830533 -5.175655 -0.256706 0.35 0.01 -0.13 0.000
H 1.431305 -6.111339 0.228576 0.36 -0.17 0.17 0.000
H 2.961261 -4.361953 1.874076 -0.06 0.06 -0.41 0.000
H 2.250183 -3.433157 3.841501 -0.83 -0.31 0.03 0.000
H 0.741808 -4.017820 4.473710 -0.27 -0.12 0.57 0.000
H -0.127547 -5.776174 1.574344 -0.28 -0.63 -0.81 0.000
H -0.768134 -5.178520 3.033454 0.04 -0.03 0.11 0.000
O -3.740619 2.991688 -4.800719 -0.08 -0.30 -0.54 0.000
C -4.194887 4.075550 -4.080579 0.15 0.99 -0.98 0.000
N -3.123028 4.638519 -3.263504 -0.44 -0.65 0.30 0.000
C -2.566399 3.815369 -2.394210 0.60 -0.84 1.45 0.000
O -2.997415 2.678717 -2.192857 0.38 0.45 0.03 0.000
C -1.329760 4.243905 -1.558319 -1.19 -0.37 -0.54 0.000
C -0.957029 5.505181 -1.155354 -0.04 1.07 -0.45 0.000
C 0.160696 5.690432 -0.362581 -0.21 -0.05 0.06 0.000
C 0.894495 4.602972 0.044662 0.58 0.26 -0.69 0.000
N 0.608588 3.371039 -0.426605 -1.21 0.29 0.55 -0.002
C -0.556004 3.204452 -1.120181 1.49 -0.68 0.14 0.000
H -3.789758 2.217858 -4.232501 0.08 -0.10 0.08 0.000
H -5.008753 3.817223 -3.430860 -0.52 -0.04 0.30 0.000
H -4.481298 4.868165 -4.801346 -0.02 -0.51 0.50 0.000
H -2.739369 5.512399 -3.479243 0.61 1.19 -0.34 0.000
H -1.485738 6.405730 -1.467841 -0.11 -0.32 -0.02 0.000
H 0.462536 6.685101 -0.106719 0.08 0.28 0.34 0.000
H 1.784531 4.772104 0.660513 -0.29 -0.45 -0.21 0.000
H -0.826757 2.180103 -1.375487 0.03 0.18 -0.15 0.000
C -1.178400 0.471277 2.082759 -0.67 1.54 -0.61 0.000
O 0.033867 1.264041 2.071598 0.44 0.24 -0.45 0.001
C 1.010274 1.170445 3.080479 0.46 -0.56 0.64 0.000
S 0.824464 0.180898 4.351284 -0.27 0.16 -0.09 0.000
S 2.459690 2.085342 2.710354 -0.56 -0.07 0.20 0.002
H -0.988432 -0.525016 2.388713 0.20 -0.85 0.14 0.000
H -1.603124 0.599122 1.067852 0.37 -0.43 0.41 0.000
H -1.886619 0.950039 2.744382 -0.03 -0.02 0.41 0.000

=====

(3)
61
Properties=species:S:1:pos:R:3:forces:R:3:mulliken_charge:R:1 method="wB97M-V/def2-TZVPD" charge=0 homo_energy_ev=-5.7859 e_above_lowest_ev=1.259 orbital_gap_ev=5.7788
K 0.735000 -0.470034 -0.930590 -0.02 0.47 0.48 0.794
N 3.579100 -0.072305 -0.701391 -0.42 -0.03 0.70 -0.485
C 3.955408 1.073661 0.166442 -1.24 -1.29 1.36 -0.593
C 3.817192 0.618389 1.702504 1.69 0.31 -1.79 -0.690
N 2.645586 -0.198788 1.910286 -0.76 0.46 0.63 -0.003
C 1.690415 0.383257 2.869307 -0.41 0.75 0.14 0.189
C 1.093087 1.729993 2.409936 -0.47 0.43 1.07 -1.026
N 0.384681 1.707194 1.156618 1.17 0.43 -1.09 0.195
H 3.182434 -0.798379 -0.078949 0.30 0.58 -0.39 0.207
H 4.403519 -0.477779 -1.095126 0.48 -0.20 -0.34 0.258
H 3.269508 1.894114 0.014707 -0.17 0.31 -0.28 0.165
H 4.961275 1.374780 -0.060930 0.44 0.31 0.06 0.428
H 3.955090 1.502263 2.345303 -0.58 -0.29 0.01 0.289
H 4.726254 0.034895 1.848597 0.02 -0.30 0.28 0.462
H 2.863532 -1.122581 2.257380 0.30 0.09 -0.03 0.198
H 2.172530 0.579173 3.851579 -0.13 -0.13 -0.30 0.252
H 0.877874 -0.323150 3.038724 0.13 -0.08 -0.13 -0.595
H 1.885197 2.483701 2.415458 0.18 -0.09 -0.54 0.497
H 0.405813 2.167188 3.167024 0.41 -0.78 0.33 0.450
H 0.446573 2.639592 0.712804 -0.66 -1.14 0.32 0.146
H -0.551951 1.317320 1.209139 -0.03 0.45 -0.06 -0.295
C -1.260174 -0.465177 5.249732 -0.83 0.31 -0.18 -1.549
C -1.278849 -1.093919 3.897653 0.17 -0.83 -0.46 0.669
C -0.625534 -2.347961 3.718350 -0.42 0.50 0.78 -0.442
C -0.748396 -2.994494 2.496485 1.13 -0.47 0.62 -0.519
C -1.392572 -2.345057 1.497628 0.13 -0.29 -0.97 -0.938
C -1.849547 -1.041577 1.703753 -0.82 1.29 -1.32 1.235
N -1.849945 -0.403174 2.887575 0.61 -1.36 0.76 -0.251
C -2.279209 -0.265943 0.525445 0.35 -1.20 -0.56 -0.816
C -3.053999 0.906413 0.520809 -0.18 1.10 -0.06 0.407
C -3.273041 1.637723 -0.635472 0.71 -1.09 0.60 -1.614
C -2.406880 1.229193 -1.744256 0.84 0.16 -0.15 -0.009
C -2.189188 -0.241686 -1.756263 0.22 0.24 -2.09 -0.411
N -1.952907 -0.875117 -0.685301 -0.59 -0.16 2.40 -0.306
C -1.740365 -0.866654 -3.053923 -0.95 0.22 -1.17 0.109
C -2.636849 -0.941474 -4.169053 0.26 -0.06 0.79 -0.636
C -2.148628 -1.332160 -5.395452 1.57 -0.14 0.28 -0.522
C -0.750881 -1.589354 -5.501825 -1.43 0.51 -0.12 -0.598
C 0.047707 -1.503692 -4.397355 0.08 -0.36 0.38 0.444
C 1.541283 -1.683557 -4.386134 1.20 0.79 -0.90 -1.003
N -0.466492 -1.221430 -3.196262 -0.15 0.56 0.67 0.044
H -1.685119 0.527537 5.250363 -0.23 0.28 -0.29 0.345
H -0.252635 -0.356061 5.537664 1.35 0.03 0.70 0.352
H -1.796232 -1.025661 6.008856 0.02 -0.34 0.01 0.386
H -0.046293 -2.815508 4.528204 -0.46 0.38 -0.23 0.342
H -0.230784 -3.950983 2.293808 -0.52 0.49 0.30 0.371
H -1.424520 -2.797083 0.507981 -0.29 0.31 0.25 0.537
H -3.439607 1.314624 1.456887 0.02 -0.41 -0.10 0.370
H -3.778783 2.585611 -0.629339 -0.32 0.07 -0.05 0.417
H -2.571749 1.638043 -2.737519 -0.63 0.06 -0.11 0.869
H -3.686615 -0.723644 -3.989665 0.16 0.07 -0.17 0.496
H -2.736564 -1.416782 -6.298115 -0.29 0.05 0.14 0.425
H -0.322248 -1.754400 -6.458190 0.31 -0.30 -0.71 0.452
H 1.900837 -2.721945 -4.427927 -0.33 0.18 0.63 0.237
H 1.936104 -1.083049 -3.545113 -0.02 -0.85 -0.12 0.085
H 2.089682 -1.236484 -5.254845 -0.92 -0.15 0.29 0.369
C -0.806500 3.115257 -1.598063 -0.32 -1.01 -0.52 -1.066
O -0.967149 1.685091 -1.498741 0.31 1.14 -0.01 -0.063
H -1.211227 3.664121 -0.734753 0.31 -0.25 0.12 0.384
H -1.441595 3.443275 -2.450880 0.76 0.18 0.11 0.330
H 0.287331 3.304663 -1.745566 -1.04 0.09 0.04 0.222

=====

(4)
18
Properties=species:S:1:pos:R:3:forces:R:3:mulliken_charge:R:1 method="wB97M-V/def2-TZVPD" smiles=C[C@H](N)CSS.O charge=0 homo_energy_ev=-8.7807 e_above_lowest_ev=1.116 orbital_gap_ev=8.9422
C 1.310700 -1.041000 -1.708021 0.46 1.24 2.17 -1.415
C 0.706921 -0.404634 -0.363183 -1.06 -0.43 -2.24 0.175
N 0.022914 -1.494995 0.312496 -0.77 0.87 -0.12 -0.596
C -0.372687 0.684383 -0.827417 1.95 -1.58 1.46 -1.062
S -1.126955 1.559652 0.570297 -0.40 0.68 -1.20 0.023
S -2.679841 2.638723 -0.497978 1.14 -0.57 0.70 -0.250
H 0.587161 -1.581649 -2.247170 -1.27 -0.44 -0.53 0.360
H 2.019506 -1.775059 -1.373534 0.59 -0.33 0.06 0.354
H 1.800954 -0.335433 -2.361140 0.22 0.36 -0.13 0.430
H 1.492980 0.141820 0.182911 -0.17 -0.39 0.07 0.286
H 0.437257 -1.768940 1.175340 0.25 -0.31 0.60 0.252
H -0.891023 -1.077683 0.496784 0.09 -0.85 0.59 0.308
H -1.116597 0.252669 -1.442941 -0.82 -0.61 -0.52 0.526
H 0.370381 1.120084 -1.428166 0.04 2.39 -1.01 0.490
H -3.594401 2.230950 0.380125 -0.31 -0.07 -0.03 0.153
O 0.020758 0.151421 3.225284 -1.22 1.23 1.54 -0.601
H 0.564891 -0.309837 2.645359 1.38 -1.52 -1.62 0.256
H 0.447084 1.009524 3.260947 -0.12 0.34 0.21 0.310

=====

(5)
53
Properties=species:S:1:pos:R:3:forces:R:3:lowdin_spin:R:1 method="wB97M-V/def2-TZVPD" multiplicity=5 charge=0 homo_energy_ev="-7.5162 / -7.9876" orbital_gap_ev="7.0838 / 6.1472"
Co 0.646305 -1.160093 0.796781 0.06 -0.12 0.11 2.906
Cl -3.653243 -2.067214 3.021142 0.06 0.01 -0.04 0.004
C -2.837557 -2.993048 1.809557 -0.21 -0.14 0.05 0.014
C -3.413977 -4.210336 1.389631 0.04 0.13 0.05 -0.002
C -2.814328 -4.985240 0.442788 0.05 -0.08 -0.07 0.010
Cl -3.551269 -6.483366 -0.046763 0.03 0.05 0.02 0.003
C -1.588960 -4.581081 -0.144820 -0.09 -0.05 0.02 0.000
C -0.861440 -5.305802 -1.111948 -0.06 -0.08 -0.03 0.008
C 0.320782 -4.815480 -1.591956 0.08 0.15 0.05 0.000
C 0.792619 -3.580635 -1.113145 -0.05 -0.11 -0.10 0.016
N 0.126987 -2.880370 -0.225664 -0.02 0.03 0.10 0.058
C -1.044190 -3.358835 0.282221 0.09 0.03 -0.08 0.007
C -1.647085 -2.534692 1.286235 0.12 0.20 -0.04 0.003
O -1.045174 -1.426818 1.631915 -0.24 -0.16 0.02 0.118
H -4.345573 -4.525417 1.838546 0.00 0.00 -0.01 0.000
H -1.247153 -6.254817 -1.459960 0.00 0.01 0.01 0.001
H 0.901759 -5.358345 -2.323248 -0.01 -0.01 0.00 0.000
H 1.732316 -3.166238 -1.457186 0.00 0.00 0.01 0.001
I 2.869582 -1.711776 1.850017 0.12 0.05 0.00 0.190
C -1.367138 2.267186 3.927574 -0.02 0.01 0.03 0.035
C -2.081958 2.327714 2.738257 0.02 -0.01 0.00 -0.001
C -1.451589 2.046910 1.538446 0.02 0.00 -0.01 0.031
C -0.089249 1.721036 1.505744 -0.12 0.01 0.15 0.058
C 0.611502 1.649273 2.718098 0.03 0.00 -0.02 0.035
C -0.021985 1.925794 3.919001 -0.02 0.00 -0.02 -0.004
Si 0.717377 1.230636 -0.084311 0.11 0.00 -0.05 0.322
C -0.348990 1.531601 -1.577549 -0.05 0.07 -0.11 0.057
C -1.139899 0.538436 -2.155365 -0.06 -0.05 0.05 0.014
C -1.944808 0.813055 -3.252975 0.02 0.02 0.02 0.000
C -1.967252 2.092386 -3.786988 -0.01 0.02 -0.02 0.002
C -1.185173 3.094980 -3.227938 -0.01 -0.02 -0.01 0.003
C -0.379591 2.815289 -2.135105 0.02 -0.03 -0.04 0.011
C 2.440412 1.889331 -0.276351 0.10 0.13 -0.04 0.046
C 3.330739 1.297929 -1.177578 -0.02 -0.03 -0.02 0.015
C 4.604994 1.806909 -1.360159 0.01 0.03 0.02 -0.001
C 5.013277 2.922933 -0.640392 0.03 0.00 -0.02 0.011
C 4.145697 3.526004 0.256672 -0.02 -0.02 0.00 0.001
C 2.868695 3.011317 0.438339 0.01 -0.01 0.02 0.015
H -1.864859 2.476053 4.866124 0.00 0.00 0.00 0.002
H -3.133315 2.584538 2.750229 0.00 0.00 0.00 -0.001
H -2.020772 2.078955 0.616256 0.01 0.00 0.00 0.001
H 1.656288 1.356570 2.722602 0.00 0.02 -0.01 0.000
H 0.528757 1.862051 4.848438 0.01 0.00 -0.01 -0.001
H -1.136843 -0.464747 -1.739800 0.01 0.01 0.00 0.007
H -2.553458 0.031706 -3.689702 0.01 -0.01 0.01 0.000
H -2.594289 2.310467 -4.642182 0.00 0.00 0.00 0.000
H -1.202323 4.092507 -3.647980 0.01 0.00 0.01 0.000
H 0.235746 3.604750 -1.716015 0.00 -0.02 0.01 0.001
H 3.029353 0.419008 -1.737998 -0.02 0.01 0.01 0.003
H 5.284897 1.333021 -2.056366 -0.01 -0.01 0.00 0.000
H 6.010926 3.320080 -0.778839 0.00 0.00 0.00 0.001
H 4.462678 4.395804 0.817760 -0.01 0.00 0.00 0.000
H 2.201750 3.490122 1.145908 -0.01 -0.01 0.00 0.001

=====

Calculated calculated total energy (Eh), listed in the same order as above: -476.3565, -3246.0130, -1860.5906, -1047.2264, -4060.6795